[1]
The following is a DFT calculation (the ωB97M-V functional and the def2-TZVPD basis) of a molecular structure, C8H22ClN2O2Pd2 in a non-equilibrium geometry.

```
37
Properties=species:S:1:pos:R:3:forces:R:3
O 0.26068 -4.15758 -3.76695 -0.846 -2.099 -0.809
H -0.10017 3.53608 4.34955 -0.481 -1.209 0.767
H 2.69845 -2.22963 -1.24475 0.439 -0.133 -0.383
H -1.55256 1.56875 3.84646 -0.835 -0.635 -0.663
H 0.08918 4.99561 2.74109 1.360 0.766 0.164
H 2.60465 -3.78206 -2.12797 0.202 0.040 0.277
Cl 1.78595 1.91611 -0.27897 -0.482 0.844 0.556
Pd 0.32886 3.18647 -2.44388 0.530 -0.338 0.608
H 1.59658 -0.26359 -3.31894 0.023 -0.692 -0.552
H -2.79324 3.92948 4.36188 0.280 -0.328 -0.035
H 1.51183 -3.34837 -0.83198 -0.671 -0.107 -0.233
H 0.73044 -0.17028 1.59999 -0.073 -0.845 0.060
H -1.51330 -4.59051 -4.86421 0.373 0.421 -0.492
H -2.35845 4.57956 2.76700 -0.531 0.396 0.116
O 0.08159 1.29059 2.68190 0.457 1.811 0.576
N 0.13359 4.01074 2.52163 0.860 1.051 -1.583
C -0.76948 3.45546 3.49303 -0.301 -1.889 0.205
H 1.46693 -0.49786 -1.75531 -0.221 -0.286 0.307
H -1.00118 -0.00200 1.50759 -0.223 -0.166 0.299
C -1.98447 4.35105 3.76500 0.392 -0.098 -0.907
H -0.21090 4.04126 1.57269 -0.481 -0.482 -0.488
H -0.72164 -2.51438 -3.72589 -0.770 0.570 -0.067
H -0.47482 -5.92708 -4.30666 -0.390 -0.057 0.087
C -0.89893 -4.95836 -4.04242 0.313 -1.040 0.035
H -0.24147 -0.70695 3.03566 -0.194 -0.014 -0.176
C 2.03064 -2.95664 -1.70691 1.277 -0.669 1.354
N 1.12876 -0.84746 -2.64047 -1.078 0.085 0.935
C -1.12226 2.00873 2.94681 0.784 2.181 2.544
H -1.55867 -4.93114 -3.17519 0.167 -0.308 0.128
C -0.02991 -3.06385 -3.08739 0.897 3.094 1.142
C -0.16238 -0.00725 2.20364 1.022 -0.658 -1.094
H 1.78520 -2.33884 -3.72192 0.407 -0.735 -0.070
H -1.65070 5.25936 4.26666 -0.074 0.081 -0.105
H -0.51875 -3.19797 -2.12243 -0.701 -0.559 0.209
Pd 1.88240 2.55828 2.24313 -1.671 0.086 -0.933
C 1.25037 -2.31552 -2.77245 0.628 2.249 -2.020
H -1.70280 2.11977 2.03098 -0.385 -0.327 0.241
```
Positions in Å, forces in eV/Å.

Output
HOMO (spin up / spin down): -18.157 / -17.803 eV
relative energy (zero: lowest compared OMol25 entry of this formula, charge and spin): 216.6 kJ/mol
net charge: +3
orbital gap (spin up / spin down): 7.6 / 4.8 eV
2S+1: 5
expectation value of S²: 6.011

***

[2]
The following is a DFT calculation (the ωB97M-V functional and the def2-TZVPD basis) of a molecular structure, C8H22CuN2O10S2 in a non-equilibrium geometry.

```
45
Properties=species:S:1:pos:R:3:forces:R:3
O 2.89576 -2.82560 -1.62863 -0.395 -0.719 1.106
O 2.62786 0.54010 3.47455 1.880 0.402 2.141
H 0.97065 3.63854 -1.09705 0.008 -0.816 0.420
H -0.05448 4.68256 -0.23563 -0.297 0.227 0.038
H -4.27173 5.21931 1.14726 0.143 0.311 -0.359
Cu -0.17881 -0.22872 0.78941 0.102 -0.031 1.264
O 0.07994 -1.34340 3.60988 0.366 0.196 0.563
O -1.65806 -1.28771 2.06662 -1.946 2.240 -3.819
H 0.63497 1.54982 -0.84945 0.535 -0.541 0.831
N -0.66182 -2.12106 -0.53540 1.439 0.170 -0.781
H -2.83076 2.67971 -1.14282 -0.098 -0.269 -0.502
H 1.57120 -1.39243 -2.12356 -0.900 0.323 0.438
H -0.49669 4.10879 -1.83568 -0.457 0.042 -0.232
N -0.36524 1.44590 -0.94368 -0.375 -0.350 1.019
C -0.08417 3.80033 -0.87507 -0.516 1.511 0.154
C -4.15708 4.47645 0.35788 2.383 -1.258 0.058
O -2.71562 4.17790 0.21146 -1.259 0.940 0.822
O 3.26789 1.73250 1.40563 0.835 0.359 -0.207
C 0.56799 -4.21818 -0.09939 1.120 -0.339 -0.981
O 2.39594 -0.52964 1.40190 0.103 -1.717 -2.105
H -4.51396 4.78118 -0.62593 -0.409 0.122 0.131
C 1.46281 -2.43028 -1.80859 2.635 -0.944 -0.525
O 1.02179 1.28980 2.01201 -3.905 1.413 -1.674
H 3.70973 -3.49329 -3.34100 0.165 0.237 -0.907
S -1.26345 -1.84721 3.34444 3.189 -0.718 1.938
O -2.17411 -1.58282 4.43650 -2.068 1.360 1.378
H 1.04819 -4.85629 -0.84123 -0.286 -0.399 -0.541
O -1.24378 -3.28437 3.16750 0.007 -3.417 -0.738
H -1.12457 -2.24932 -1.42394 -0.370 -0.197 -0.061
H -2.88743 2.12011 0.51586 0.236 -0.099 0.277
H -0.46965 2.63831 0.80381 0.022 -0.789 0.126
H 1.08767 -3.03305 -2.63566 -0.295 -0.120 -0.478
H -0.40620 1.53610 -1.94881 -0.958 0.275 -0.423
C -0.85811 2.64591 -0.21459 0.838 0.954 -0.781
H -1.16215 -2.55725 0.22585 -0.572 0.334 0.389
H -0.49426 -4.44011 0.00294 0.305 -0.372 0.323
H 4.86728 -2.78430 -2.23407 -0.121 0.429 0.185
C -2.41169 2.84054 -0.14954 0.783 -0.194 -0.906
C 3.87334 -2.65590 -2.66269 -2.554 -0.254 1.217
H -4.64912 3.57909 0.73303 -0.266 -0.118 -0.267
C 0.70071 -2.76559 -0.54183 -0.764 1.657 1.448
H 1.17056 -4.44832 0.77928 -0.577 0.359 0.390
H 3.64543 -1.66070 -3.04443 0.789 0.052 -0.793
S 2.37196 0.75990 2.07993 0.790 -0.166 0.375
H 1.16147 -2.20732 0.27311 0.713 -0.086 0.049
```
Positions in Å, forces in eV/Å.

Output
HOMO: 2.755 eV
relative energy (zero: lowest compared OMol25 entry of this formula, charge and spin): 297.6 kJ/mol
net charge: -3
orbital gap: 3.3 eV

***

[3]
The following is a DFT calculation (the ωB97M-V functional and the def2-TZVPD basis) of a molecular structure, C8H22LiNO4 in a non-equilibrium geometry.

```
36
Properties=species:S:1:pos:R:3:forces:R:3
Li 0.78678 -0.24925 -0.35783 -0.092 0.282 -1.114
O 0.36978 -2.16525 -0.89583 -0.308 1.796 -0.336
O -3.23222 2.02175 -1.10883 -1.111 -0.462 1.465
C -1.37522 1.62575 0.37017 0.151 0.562 -2.567
H 0.86678 1.76375 1.79917 -1.622 -2.621 0.590
H 2.15678 -2.66025 2.03717 2.311 1.516 -0.244
C 2.77478 -1.64525 1.96817 -1.441 -0.185 0.235
H 1.72578 -3.38325 -0.47883 0.532 -0.868 -2.549
H -0.80822 2.60875 -0.05183 -0.488 -3.009 0.871
H 3.71378 -1.44525 1.41817 -0.666 -1.239 -0.291
C 2.09378 1.46275 -1.51783 0.337 -4.444 -1.018
H -2.65622 0.12475 -0.40783 -2.250 -3.182 1.523
H 1.08678 -3.65925 -2.28583 0.229 0.109 -0.133
H 1.32578 -0.28625 3.39917 0.793 0.115 2.446
C 0.80878 -0.47525 2.52817 4.041 5.690 -3.337
C 1.41678 -2.96725 -1.52383 -0.974 -0.072 4.987
H 2.96278 -1.19225 2.91417 0.914 -1.053 1.633
C -2.28622 0.99375 -0.73983 0.240 6.148 1.292
H -3.63922 1.32075 -2.94083 0.399 -0.233 -0.293
H 0.17478 -1.21625 2.56917 -3.440 -4.133 0.302
H -1.48922 -0.10725 1.28717 0.610 0.053 -0.031
H -0.53922 -2.42425 -0.79283 -0.133 -0.980 -0.568
H -4.87222 2.31175 -2.49283 0.511 -0.908 1.879
H -0.51422 1.10375 2.89317 -0.113 0.771 0.442
H -1.89622 1.97575 1.21417 -1.676 1.117 0.619
O 1.00278 0.87275 -2.11283 -0.884 -0.232 0.069
H -1.83722 0.81875 -1.62583 2.653 -0.874 -2.622
H 2.34878 0.62675 -0.74883 0.766 1.890 0.864
O 1.84678 -0.68625 1.53617 -1.634 0.346 -1.089
C -4.18422 1.52975 -2.00883 1.367 2.687 -3.642
H 1.81278 2.44475 -1.18083 0.975 0.802 0.628
H -4.58022 0.59175 -1.84583 -1.573 -1.767 1.382
N -0.70322 0.45475 0.94317 1.140 0.632 -1.048
H 3.06978 1.27675 -2.13083 -1.101 1.491 0.523
C 0.13278 0.83475 2.06617 0.863 0.134 0.429
H 2.13578 -2.20125 -1.69483 0.672 0.121 -1.296
```
Positions in Å, forces in eV/Å.

Output
HOMO: -6.274 eV
relative energy (zero: lowest compared OMol25 entry of this formula, charge and spin): 83.3 kJ/mol
net charge: 0
orbital gap: 6.3 eV

***

[4]
The following is a DFT calculation (the ωB97M-V functional and the def2-TZVPD basis) of a molecular structure, C8H22LiNO8 in a non-equilibrium geometry.

```
40
Properties=species:S:1:pos:R:3:forces:R:3
H -2.96968 -28.38392 -41.68268 -0.373 -0.038 0.270
O -2.36891 -26.06209 -39.76061 1.042 -0.338 1.016
O -1.01272 -23.79165 -37.55764 1.258 -0.275 -0.469
H 1.11603 -26.48036 -40.16476 -0.918 0.238 0.249
H 0.97316 -22.91562 -38.71563 0.402 -0.148 -0.348
C -3.04299 -27.37039 -42.07697 1.215 -0.826 0.041
H 0.47471 -29.30527 -35.56531 -0.053 -0.203 0.557
C -0.42152 -23.13033 -36.71721 -1.446 -0.463 -0.340
H 2.33671 -23.60801 -37.79161 -0.303 -0.130 0.589
O -3.92766 -26.56326 -41.32178 -0.539 1.264 1.627
O 0.91788 -26.94038 -38.10239 -0.077 0.258 -0.431
H -4.50989 -23.36707 -38.68124 -0.631 -0.216 0.104
H -4.79222 -24.78994 -37.54335 -0.635 -0.263 -0.610
H 2.26293 -21.88078 -38.09337 -0.351 0.149 0.566
O -0.97403 -22.84220 -35.57013 0.105 0.717 1.802
O 0.75840 -22.54334 -36.75500 1.493 -0.096 -0.116
Li -1.04549 -26.28482 -37.95905 -1.120 0.330 0.368
C -4.31625 -24.41433 -38.44915 2.443 0.442 -0.034
O -4.47551 -25.15491 -39.65489 -0.026 -2.055 -1.390
H -4.22610 -26.95837 -36.10935 0.116 0.604 -0.791
H -3.29982 -26.64729 -34.68841 0.168 -0.209 0.382
H -3.36023 -27.46813 -43.11519 -0.463 0.469 0.277
C 1.65105 -26.72853 -39.24810 0.042 -0.463 -0.996
H 1.04639 -28.00501 -36.39155 0.577 0.032 -0.788
H 2.28156 -27.56104 -39.56036 0.285 -0.374 0.657
H -0.43295 -27.91631 -35.88258 -2.466 0.559 -0.118
H -2.92844 -23.16922 -36.13336 -0.033 0.121 0.047
H -2.35337 -24.31535 -34.95585 0.429 -0.056 -0.041
H -3.24795 -24.42406 -38.23294 0.108 0.027 0.272
H -2.73322 -22.67498 -34.43802 0.626 0.272 -0.142
C -3.27216 -27.18781 -35.63455 0.793 -0.586 -0.564
H -3.35798 -28.26798 -35.51631 -0.084 -0.231 0.781
C -2.30248 -23.26600 -35.24628 -0.679 -0.511 -0.823
H 0.80257 -27.76416 -34.83018 0.013 -0.446 0.767
N 0.46478 -28.29675 -35.61907 1.070 0.396 -0.423
H 2.33311 -25.88299 -39.15883 0.275 0.359 0.649
O -2.06666 -26.96013 -36.33608 0.857 0.259 -0.590
C -3.49296 -25.96700 -40.16225 -1.622 0.877 -1.296
C 1.65638 -22.76105 -37.88052 -1.370 0.036 -0.801
H -2.00952 -27.02392 -42.07897 -0.128 0.519 0.091
```
Positions in Å, forces in eV/Å.

Output
HOMO (spin up / spin down): -11.790 / -10.826 eV
net charge: +1
orbital gap (spin up / spin down): 8.6 / 3.9 eV
2S+1: 2
expectation value of S²: 0.759

***

[5]
The following is a DFT calculation (the ωB97M-V functional and the def2-TZVPD basis) of 2 unconnected molecules or ions with the total composition C8H22N3 in a non-equilibrium geometry.

```
33
Properties=species:S:1:pos:R:3:forces:R:3
H -2.02663 0.22477 0.54745 -0.225 -0.219 1.388
H -1.93354 4.07756 0.53199 -1.274 -1.598 -0.829
H 1.18468 -4.05041 1.87784 -0.875 0.652 -0.868
H -0.70627 2.42403 -1.13380 -1.045 -0.557 0.589
H -1.18499 0.05669 -0.94432 -1.715 0.920 0.538
C 2.21928 0.34689 -1.05429 -0.167 2.597 1.340
C -1.33606 2.11461 -0.24869 -0.875 1.113 1.257
H 1.81049 -1.09729 -2.90605 -0.109 -0.110 0.026
C 0.30773 -3.50455 1.37811 -0.356 -2.128 0.649
N 1.68004 -0.94335 -0.87765 1.415 -0.080 -3.334
H 0.32243 -0.02633 1.52474 -0.557 0.859 0.330
C 1.15836 -1.45125 0.25808 -0.050 2.299 3.812
H 0.86898 -3.25297 -0.61700 -0.550 1.148 2.159
H -2.93836 0.68005 -0.81807 -0.858 0.145 -0.880
H 0.31596 2.97912 0.56756 -1.058 -1.116 0.879
H 2.05142 -0.25868 1.61359 0.881 0.873 0.774
H 3.28757 0.42104 -1.28125 0.034 -0.816 -0.773
H 0.96723 -1.48654 2.40584 0.548 1.797 -1.944
N 0.69432 -2.66693 0.27380 -1.498 -6.996 -3.321
C -2.44539 3.17168 0.00043 1.199 2.126 -2.053
H 0.54873 -2.16874 -2.18972 1.238 0.823 0.116
H -3.31408 2.78961 0.55680 0.328 0.257 -0.271
N -0.36102 2.22214 0.84273 2.844 0.273 -0.519
H 1.61360 0.89487 -1.87057 0.931 -0.644 1.311
H -2.70191 3.55927 -1.07425 -0.341 -0.572 2.095
H -0.47986 -4.28331 1.08222 1.491 0.935 -0.213
H -0.20723 -3.02685 2.19086 0.004 0.895 0.110
C 1.59823 -1.73226 -2.04505 -2.467 0.406 -2.234
H 2.26981 0.89631 -0.06543 -0.990 -0.418 -1.211
C 1.11403 -0.73894 1.49280 -0.220 -1.094 2.918
C -1.97731 0.71991 -0.38471 3.845 -0.696 -1.211
H 2.24920 -2.55276 -2.13510 1.305 -1.112 0.414
H -0.53281 2.28043 1.85465 -0.835 0.036 -1.045
```
Positions in Å, forces in eV/Å.

Output
HOMO (spin up / spin down): -8.981 / -11.575 eV
relative energy (zero: lowest compared OMol25 entry of this formula, charge and spin): 0.0 kJ/mol
net charge: +1
orbital gap (spin up / spin down): 6.4 / 4.3 eV
2S+1: 3
expectation value of S²: 2.007